No. 1
C10H5I2NO5S2V as an isolated structure at a distorted geometry, computed with ωB97M-V with the def2-TZVPD basis set.

```
26
Properties=species:S:1:pos:R:3:mulliken_charge:R:1
O 2.918 -0.994 1.230 -0.44
C 3.824 -0.133 1.218 0.33
I 5.372 -0.333 2.781 0.07
C 3.983 1.063 0.168 -0.70
N 2.798 1.291 -0.696 0.11
C 1.750 2.198 -0.224 0.29
O 1.792 3.419 0.033 -0.49
C 0.480 1.197 -0.180 0.08
C -0.885 1.340 0.521 -0.48
C -1.869 0.108 0.369 0.42
S -3.537 0.082 1.132 -0.18
C -1.467 -1.179 -0.466 0.28
S -2.608 -2.635 -0.608 -0.21
C -0.077 -1.274 -1.213 -0.69
I 0.547 -2.951 -2.427 0.25
C 0.868 -0.057 -1.033 0.47
C 2.363 0.211 -1.585 0.32
O 2.968 -0.318 -2.538 -0.46
H 4.210 2.016 0.785 0.44
H 4.930 0.879 -0.457 0.36
H -1.145 2.286 1.108 0.37
H -3.821 1.285 1.767 0.25
H -2.264 -3.454 0.485 0.24
O -6.520 -2.786 -0.875 -0.64
V -7.030 -1.345 -0.055 1.67
O -7.581 0.085 0.760 -0.65
```

## Properties
Kohn-Sham gap, eV: 2.8
HOMO level, hartree: -0.434
Net charge: +1
Spin multiplicity: 1
DFT total energy, Ha: -3150.0725



No. 2
C17H15BrN3O5PdSbSe4 as an isolated structure, computed with ωB97M-V with the def2-TZVPD basis set.

```
47
Properties=species:S:1:pos:R:3:mulliken_charge:R:1
Pd 0.700 0.788 1.046 0.85
O -4.587 -0.248 4.516 -0.55
C -3.515 -0.056 3.725 1.00
C -3.596 0.027 2.339 -1.04
C -2.436 0.248 1.635 -0.76
N -1.235 0.376 2.208 0.53
C -1.185 0.273 3.529 0.04
Br 0.516 0.432 4.332 -0.13
C -2.277 0.066 4.344 -0.53
H -5.390 -0.260 3.984 0.31
H -4.541 -0.049 1.819 0.31
H -2.469 0.365 0.560 0.56
H -2.186 0.019 5.418 0.46
Se -4.618 3.476 -0.024 -0.37
Sb -2.748 4.732 0.836 0.31
Se 0.576 3.314 1.800 -0.09
Se -0.723 2.676 0.066 -0.03
Se -3.419 3.667 2.883 -0.33
C 4.072 0.766 1.717 -1.10
C 3.642 0.984 0.313 0.42
N 2.452 1.391 -0.094 0.18
C 2.486 1.378 -1.477 -0.51
C 3.716 1.004 -1.896 -0.60
N 4.440 0.773 -0.747 0.06
H 3.198 0.748 2.366 0.01
H 4.741 1.560 2.054 0.40
H 4.574 -0.196 1.810 0.34
H 1.630 1.659 -2.065 0.44
H 4.133 0.866 -2.877 0.42
H 5.375 0.408 -0.697 0.22
O 2.884 -1.642 -0.014 -0.68
C 1.656 -1.615 -0.018 0.19
O 0.904 -1.385 1.014 -0.87
C 0.924 -1.818 -1.327 0.14
C 1.582 -2.402 -2.399 -0.56
C 0.953 -2.581 -3.635 -1.01
C -0.340 -2.130 -3.740 1.04
O -1.171 -2.183 -4.828 -0.50
C -2.392 -1.562 -4.424 -0.28
O -2.283 -1.223 -3.043 -0.53
C -1.002 -1.554 -2.673 1.13
C -0.408 -1.400 -1.449 -0.86
H 2.608 -2.712 -2.257 0.49
H 1.454 -3.051 -4.470 0.44
H -3.215 -2.265 -4.560 0.24
H -2.544 -0.653 -5.011 0.26
H -0.938 -1.014 -0.590 0.54
```

## Properties
Kohn-Sham gap (alpha / beta), eV: 6.9 / 5.4
<S²>: 6.038
HOMO level (alpha / beta), hartree: -0.291 / -0.291
Spin multiplicity: 5
DFT total energy, Ha: -13745.1757



No. 3
One molecule with the formula C5H4N2O at a distorted geometry, computed with ωB97M-V with the def2-TZVPD basis set.

```
12
Properties=species:S:1:pos:R:3:mulliken_charge:R:1
O -2.816 -0.644 -0.407 -0.48
C -2.107 0.326 0.119 -0.06
C -0.645 0.186 0.081 0.38
C 0.406 1.168 -0.163 -0.02
N 1.696 0.840 -0.133 -0.53
C 2.122 -0.415 -0.166 -0.07
N 1.280 -1.468 -0.042 -0.55
C -0.026 -1.103 0.144 -0.09
H -2.375 1.414 0.687 0.21
H 0.042 2.213 -0.181 0.33
H 3.113 -0.597 -0.254 0.45
H -0.690 -1.921 0.314 0.44
```

## Properties
Kohn-Sham gap, eV: 9.0
SMILES: O=Cc1cncnc1
HOMO level, hartree: -0.366
ΔE to the lowest compared entry with this formula, charge and spin, eV: 1.586
Spin multiplicity: 1
DFT total energy, Ha: -377.6058



No. 4
C20H35BCl4GeN6PbS2Sb as an isolated structure, computed with ωB97M-V with the def2-TZVPD basis set.

```
71
Properties=species:S:1:pos:R:3:mulliken_charge:R:1
Pb 0.571 -0.264 -0.392 0.88
N -1.143 -2.195 0.140 -0.52
C -0.643 -3.428 -0.479 -0.62
C -0.359 -3.164 -1.946 -0.58
N 0.669 -2.132 -2.073 -0.23
H -1.125 -2.266 1.151 0.25
H -2.096 -1.985 -0.138 0.19
H -1.337 -4.271 -0.398 0.41
H 0.279 -3.704 0.041 0.30
H -1.259 -2.765 -2.413 0.28
H -0.098 -4.091 -2.466 0.44
H 0.643 -1.684 -2.981 0.19
H 1.605 -2.491 -1.900 0.20
C 3.519 -1.530 -4.177 -1.01
N 4.152 -1.315 -2.891 0.31
C 5.274 -1.990 -2.448 -0.62
C 5.621 -1.424 -1.273 -0.54
N 4.735 -0.411 -0.997 0.08
B 4.884 0.546 0.225 0.40
N 3.615 0.493 1.148 0.58
C 3.248 1.595 1.893 -0.81
C 2.247 1.236 2.729 -0.52
N 1.996 -0.100 2.483 0.48
C 1.026 -0.919 3.177 -0.37
C 2.838 -0.547 1.508 -0.60
S 2.759 -2.110 0.824 -0.27
C 3.847 -0.343 -1.991 -0.10
S 2.514 0.740 -2.123 -0.45
H 4.272 -1.500 -4.963 0.39
H 2.797 -0.736 -4.342 0.30
H 3.016 -2.498 -4.204 0.33
H 5.708 -2.800 -3.006 0.50
H 6.414 -1.663 -0.589 0.47
H 5.846 0.155 0.842 -0.19
H 4.998 1.684 -0.156 -0.17
H 3.752 2.536 1.774 0.53
H 1.712 1.792 3.483 0.42
H 0.399 -0.271 3.784 0.18
H 1.525 -1.653 3.808 0.32
H 0.413 -1.456 2.454 -0.03
Cl -4.618 0.697 -0.108 -0.24
Ge -0.072 2.694 0.914 0.11
Cl -0.046 5.153 -1.035 -0.11
Cl -1.628 2.340 -1.163 0.22
C -1.315 3.700 6.708 -1.25
Sb -0.640 3.457 4.680 0.62
C -1.883 1.736 4.310 -1.08
C -2.011 4.883 3.857 -1.14
H -2.402 3.769 6.733 0.36
H -0.888 4.603 7.142 0.33
H -0.997 2.845 7.304 0.36
H -2.925 2.042 4.232 0.43
H -1.780 1.036 5.139 0.43
H -1.596 1.236 3.385 0.07
H -3.009 4.694 4.251 0.36
H -2.028 4.802 2.770 0.23
H -1.702 5.892 4.126 0.35
Cl -2.032 3.937 -3.520 -0.17
C -2.677 3.648 -1.891 -0.63
C -3.218 0.744 -1.121 -0.37
C -2.979 -0.133 -2.088 -0.56
C -1.738 0.150 -2.827 0.87
C -1.471 -0.338 -4.047 -1.35
C -0.747 0.979 -2.111 -1.32
C 0.087 3.411 -0.958 -0.27
H -3.562 3.034 -2.069 0.36
H -3.631 -0.949 -2.397 0.44
H -0.585 -0.040 -4.595 0.37
H -2.158 -1.020 -4.532 0.32
H -0.130 1.560 -2.794 1.10
H 0.780 3.068 -1.717 0.35
```

## Properties
Kohn-Sham gap (alpha / beta), eV: 5.8 / 6.1
<S²>: 0.756
HOMO level (alpha / beta), hartree: -0.246 / -0.262
ΔE to the lowest compared entry with this formula, charge and spin, eV: 15.665
Spin multiplicity: 2
DFT total energy, Ha: -6283.2900



No. 5
C28H56GaN7O3P as an isolated structure at a distorted geometry, computed with ωB97M-V with the def2-TZVPD basis set.

```
96
Properties=species:S:1:pos:R:3:mulliken_charge:R:1
C -3.008 0.297 2.910 -0.99
C -2.975 -0.096 1.439 0.57
O -4.271 0.111 0.900 -0.23
C -4.495 -0.493 -0.371 -0.55
C -4.312 0.491 -1.511 -0.62
Ga -2.416 1.024 -2.044 0.27
P -0.903 -0.777 -1.576 0.40
N 0.018 -0.568 -0.312 -0.58
O -1.695 -2.218 -1.473 -0.61
O -0.026 -1.036 -2.902 -0.37
H -2.653 1.314 3.071 0.25
H -2.400 -0.385 3.507 0.45
H -4.034 0.216 3.273 -0.08
H -2.243 0.517 0.905 -0.25
H -2.692 -1.149 1.330 0.21
H -5.524 -0.875 -0.330 0.37
H -3.845 -1.363 -0.512 0.26
H -4.801 0.079 -2.397 0.43
H -4.852 1.406 -1.247 0.01
H -2.394 1.247 -3.640 -0.40
H -1.900 2.337 -1.303 -0.13
H -0.032 -1.305 0.385 0.14
H -1.622 -2.525 -0.566 0.33
H 0.468 -1.863 -2.785 0.14
C 4.342 -2.884 -2.262 -0.95
C 4.542 -3.369 -3.690 -0.24
C 3.442 -2.925 -4.659 -0.67
C 2.123 -3.416 -4.284 0.27
N 1.090 -3.779 -3.944 -0.52
H 3.429 -3.290 -1.824 0.44
H 5.173 -3.189 -1.630 0.27
H 4.275 -1.795 -2.220 0.17
H 4.607 -4.461 -3.691 0.28
H 5.489 -2.989 -4.081 0.23
H 3.663 -3.260 -5.673 0.41
H 3.388 -1.834 -4.687 0.32
C 7.465 0.357 0.822 -1.26
C 6.391 0.363 -0.259 -0.22
C 5.008 -0.019 0.276 -0.24
C 4.969 -1.393 0.762 0.17
N 4.908 -2.514 0.999 -0.58
H 7.584 -0.639 1.250 0.33
H 8.430 0.659 0.412 0.36
H 7.211 1.046 1.630 0.34
H 6.677 -0.320 -1.062 0.16
H 6.311 1.359 -0.696 0.36
H 4.250 0.063 -0.504 0.22
H 4.693 0.663 1.066 0.42
C -5.558 2.730 1.574 -0.62
C -6.102 4.142 1.761 -0.44
C -5.911 5.025 0.524 -0.62
C -4.501 5.267 0.222 0.30
N -3.398 5.487 -0.013 -0.45
H -4.484 2.718 1.395 0.34
H -5.749 2.141 2.472 0.01
H -6.043 2.231 0.735 0.21
H -5.628 4.616 2.623 0.33
H -7.171 4.092 1.979 0.22
H -6.385 5.997 0.675 0.36
H -6.387 4.569 -0.346 0.30
C 0.378 5.292 1.117 -1.19
C 0.410 4.786 -0.319 -0.64
C 0.477 3.254 -0.409 0.53
C 1.711 2.736 0.174 0.19
N 2.693 2.309 0.595 -0.50
H 1.282 5.002 1.657 0.41
H 0.307 6.381 1.144 0.34
H -0.484 4.884 1.647 0.25
H 1.266 5.215 -0.847 0.36
H -0.487 5.116 -0.844 0.33
H 0.432 2.923 -1.447 0.28
H -0.374 2.788 0.092 -0.39
C 9.326 -5.800 -1.403 -1.19
C 7.982 -5.868 -2.117 -0.42
C 7.874 -4.871 -3.276 -0.28
C 7.968 -3.489 -2.811 0.21
N 8.047 -2.413 -2.417 -0.45
H 9.486 -4.816 -0.960 0.34
H 9.375 -6.537 -0.602 0.35
H 10.149 -5.999 -2.094 0.30
H 7.175 -5.682 -1.407 0.28
H 7.825 -6.870 -2.521 0.35
H 6.922 -4.992 -3.793 0.13
H 8.664 -5.045 -4.009 0.39
C -7.164 0.163 5.484 -0.89
C -8.419 -0.258 4.729 -0.48
C -8.704 0.638 3.519 -0.09
C -8.966 2.023 3.906 0.25
N -9.150 3.116 4.208 -0.50
H -7.265 1.174 5.883 0.35
H -6.973 -0.509 6.321 0.36
H -6.290 0.143 4.831 0.03
H -9.282 -0.249 5.399 0.32
H -8.308 -1.281 4.368 0.31
H -9.567 0.272 2.961 0.32
H -7.851 0.629 2.836 0.04
```

## Properties
Kohn-Sham gap, eV: 6.7
HOMO level, hartree: -0.170
Net charge: -1
Spin multiplicity: 1
DFT total energy, Ha: -3975.6672



No. 6
A 2-piece molecular cluster, C5H14N2 overall at a distorted geometry, computed with ωB97M-V with the def2-TZVPD basis set.

```
21
Properties=species:S:1:pos:R:3:mulliken_charge:R:1
C 1.530 0.276 0.889 -0.93
C 1.510 -0.464 -0.280 0.07
C 1.841 0.144 -1.618 -1.24
H 1.800 1.326 0.831 0.39
H 1.787 -0.216 1.821 0.32
H 1.691 -1.533 -0.206 0.33
H 2.919 0.103 -1.802 0.35
H 1.524 1.185 -1.652 0.34
H 1.351 -0.396 -2.431 0.32
C -1.676 -1.627 0.698 -1.37
C -1.335 -0.335 -0.024 0.23
N -1.143 0.733 0.862 -0.43
N -1.120 1.997 0.170 -0.51
H -1.751 -2.451 -0.012 0.36
H -2.619 -1.537 1.237 0.37
H -0.891 -1.869 1.414 0.24
H -0.241 -0.533 -0.504 -0.25
H -2.036 -0.110 -0.834 0.49
H 0.041 0.586 1.139 0.45
H -1.347 2.709 0.855 0.22
H -1.835 2.012 -0.554 0.23
```

## Properties
Kohn-Sham gap, eV: 8.9
SMILES: C=CC.CCNN
HOMO level, hartree: -0.285
ΔE to the lowest compared entry with this formula, charge and spin, eV: 3.668
Spin multiplicity: 1
DFT total energy, Ha: -308.2883



No. 7
One molecule with the formula C2H5NO2S at a distorted geometry, computed with ωB97M-V with the def2-TZVPD basis set.

```
11
Properties=species:S:1:pos:R:3:mulliken_charge:R:1
C 0.271 -0.945 0.879 -0.44
C -0.789 0.102 0.605 -0.61
N 0.725 -0.337 -1.323 -0.40
O 0.220 1.972 -1.454 -0.48
O 0.724 -1.421 -0.500 -0.23
S -0.537 0.561 -1.240 0.40
H 1.057 -0.527 1.463 0.26
H -0.130 -1.685 1.371 0.38
H -1.758 -0.293 0.536 0.29
H -0.946 1.014 1.190 0.41
H 1.162 1.559 -1.527 0.42
```

## Properties
Kohn-Sham gap, eV: 8.9
HOMO level, hartree: -0.298
ΔE to the lowest compared entry with this formula, charge and spin, eV: 5.110
Spin multiplicity: 1
DFT total energy, Ha: -682.4518



No. 8
One molecule with the formula C21H22N4O3S at a distorted geometry, computed with ωB97M-V with the def2-TZVPD basis set.

```
51
Properties=species:S:1:pos:R:3:mulliken_charge:R:1
C 3.733 2.401 1.448 -1.06
C 4.580 1.643 0.480 0.90
C 5.760 2.167 -0.047 -0.83
C 6.452 1.363 -0.936 -0.16
N 6.042 0.150 -1.271 -0.71
C 4.913 -0.264 -0.703 0.28
N 4.443 -1.498 -1.030 -0.20
S 3.384 -2.289 0.041 1.45
O 3.116 -3.541 -0.600 -0.75
O 3.952 -2.313 1.354 -0.70
C 1.946 -1.248 0.000 0.19
C 1.305 -1.031 -1.203 -0.73
C 0.183 -0.225 -1.249 -0.67
C -0.304 0.348 -0.074 0.52
N -1.456 1.128 -0.041 -0.01
C -2.362 1.350 -1.047 0.36
O -2.136 1.159 -2.217 -0.62
C -3.698 1.858 -0.532 -1.03
C -4.298 0.902 0.524 0.05
C -5.824 1.003 0.532 -1.66
C -3.840 -0.515 0.259 0.43
C -3.128 -1.216 1.224 -0.14
C -2.634 -2.481 0.962 -0.64
C -2.852 -3.067 -0.272 -0.51
C -3.579 -2.385 -1.234 -0.86
C -4.069 -1.119 -0.971 -0.03
C 0.355 0.112 1.136 -0.47
C 1.482 -0.684 1.172 -0.91
N 4.162 0.432 0.144 -0.11
H 2.729 1.987 1.452 0.11
H 4.153 2.302 2.448 0.25
H 3.705 3.458 1.192 0.42
H 6.111 3.150 0.221 0.41
H 7.372 1.688 -1.405 0.42
H 5.032 -2.065 -1.619 0.27
H 1.689 -1.498 -2.096 0.46
H -0.328 -0.043 -2.178 0.59
H -1.749 1.390 0.890 0.23
H -3.577 2.859 -0.112 0.42
H -4.362 1.934 -1.394 0.44
H -3.942 1.195 1.519 0.51
H -6.235 0.692 -0.425 0.34
H -6.136 2.026 0.728 0.43
H -6.237 0.359 1.306 0.40
H -2.950 -0.766 2.192 0.38
H -2.070 -3.006 1.720 0.41
H -2.457 -4.049 -0.483 0.42
H -3.757 -2.838 -2.198 0.40
H -4.618 -0.593 -1.737 0.37
H -0.025 0.553 2.046 0.44
H 2.018 -0.877 2.086 0.54
```

## Properties
Kohn-Sham gap, eV: 9.2
SMILES: Cc1ccnc(NS(=O)(=O)c2ccc(NC(=O)C[C@@H](C)c3ccccc3)cc2)n1
HOMO level, hartree: -0.320
ΔE to the lowest compared entry with this formula, charge and spin, eV: 1.684
Spin multiplicity: 1
DFT total energy, Ha: -1656.4076



| no. | molecular weight (g mol⁻¹) |
| --- | --- |
| 1 | 588.0 |
| 2 | 965.2 |
| 3 | 108.1 |
| 4 | 977.9 |
| 5 | 639.5 |
| 6 | 102.2 |
| 7 | 107.1 |
| 8 | 410.5 |